INO as an isolated structure. Source: the OMol25 dataset; level of theory: ωB97M-V with the def2-TZVPD basis set.

CARTESIAN COORDINATES (ANGSTROEM)
O -0.476 -0.244 1.081
I 0.019 -0.016 -1.574
N 0.457 0.260 0.493

Energy above the lowest of the compared OMol25 structures with the same formula, charge and spin, kJ/mol: 5.0
HOMO-LUMO gap, eV: 8.5
HOMO, eV: -9.89